{"formula": "C48H104Br2FIN10NbO13", "method": "wB97M-V/def2-TZVPD", "symbols": ["I", "Nb", "Br", "Br", "F", "O", "O", "O", "O", "O", "O", "O", "O", "O", "O", "O", "O", "O", "N", "N", "N", "N", "N", "N", "N", "N", "N", "N", "C", "C", "C", "C", "C", "C", "C", "C", "C", "C", "C", "C", "C", "C", "C", "C", "C", "C", "C", "C", "C", "C", "C", "C", "C", "C", "C", "C", "C", "C", "C", "C", "C", "C", "C", "C", "C", "C", "C", "C", "C", "C", "C", "C", "C", "C", "C", "C", "H", "H", "H", "H", "H", "H", "H", "H", "H", "H", "H", "H", "H", "H", "H", "H", "H", "H", "H", "H", "H", "H", "H", "H", "H", "H", "H", "H", "H", "H", "H", "H", "H", "H", "H", "H", "H", "H", "H", "H", "H", "H", "H", "H", "H", "H", "H", "H", "H", "H", "H", "H", "H", "H", "H", "H", "H", "H", "H", "H", "H", "H", "H", "H", "H", "H", "H", "H", "H", "H", "H", "H", "H", "H", "H", "H", "H", "H", "H", "H", "H", "H", "H", "H", "H", "H", "H", "H", "H", "H", "H", "H", "H", "H", "H", "H", "H", "H", "H", "H", "H", "H", "H", "H"], "xyz": [[-0.55947, -4.74498, -5.22459], [-1.31672, -2.40480, -3.78065], [-2.68309, 0.40631, 0.21389], [-1.50192, 1.07176, -2.75018], [-3.19886, 0.35370, -5.49629], [-3.56156, 0.75913, 12.51905], [-3.17014, -0.49264, 8.25248], [1.43054, -1.41982, -0.60698], [-0.88629, 2.04522, 5.03847], [3.05216, 4.31661, 0.08799], [-3.41311, -2.62073, 2.83205], [-5.22386, 6.54275, -5.31092], [3.36180, -0.70172, 0.30639], [3.35442, -4.28029, -9.14249], [4.77956, -3.15455, -4.08648], [6.58680, 3.57981, 4.34451], [0.50396, 7.94167, -4.56858], [-0.32179, -4.14792, 7.23494], [3.32206, -6.54179, -9.01989], [-0.46710, 6.58830, -6.10101], [3.09725, 5.99810, -1.43898], [-3.27191, -0.98258, 4.39122], [-3.23417, -1.90849, 10.02541], [0.50344, 1.67524, 3.29313], [-3.99785, 4.91363, -4.30926], [0.27458, -5.28852, 5.36594], [-4.13449, 2.80531, 11.71921], [5.69391, 1.49794, 4.22193], [-1.83199, -0.77643, -2.30074], [2.78936, -5.33773, -9.31640], [-4.71394, 3.20755, 12.98832], [-2.55991, -1.86010, 5.30143], [-1.37613, 6.43242, -7.21740], [-2.64243, -2.36669, -0.43691], [-0.56279, -4.96512, 6.36530], [-5.24752, -0.79526, -5.67269], [-3.51545, 0.39902, 4.77981], [-3.76132, -1.00701, 9.18495], [-3.74075, 5.74211, -3.14455], [-3.98996, -2.46222, 11.12896], [1.55367, 2.15186, 2.41311], [-2.33006, -1.01804, -1.05387], [-3.89579, -0.74052, -4.94440], [-4.74485, 5.42131, -5.30408], [1.26874, -1.60334, -2.04749], [5.62523, 2.83740, 4.34129], [5.05036, -3.35260, -2.72315], [-1.85609, -2.33443, 9.81954], [0.23033, 5.41978, -5.58839], [1.56890, -4.63146, 5.30528], [-3.43520, 3.57122, -4.35748], [4.66219, -6.58176, -8.46152], [0.11640, -1.47088, -6.63058], [4.51135, 0.65931, 4.22986], [2.34934, -0.43380, -0.32423], [4.48412, 6.31373, -1.14646], [-0.05254, 0.34627, 3.07225], [-3.64064, -1.47867, 3.20483], [3.28396, -3.62936, -5.92326], [3.86376, -4.11110, -4.59135], [-3.59643, 1.57587, 11.61700], [0.01028, 2.41773, 4.29856], [-4.14983, 3.72974, 10.60233], [2.03403, 0.98333, -0.77678], [-0.13287, -1.02847, -5.17077], [2.37626, -2.40244, -5.66850], [-0.07736, -6.25716, 4.34614], [2.38614, 6.75639, -2.45224], [0.45427, -2.85026, -2.39144], [2.53082, 1.30392, -2.21418], [-0.24536, 7.77704, -5.51159], [2.50883, 4.99521, -0.76334], [7.00103, 0.88168, 4.08001], [2.59993, -7.77772, -9.22944], [1.53509, -2.04838, -6.90921], [-3.07052, -2.01269, -5.16517], [4.44170, 0.10378, 3.29220], [1.30902, 5.56363, -5.65895], [-4.67961, 6.02355, -2.66654], [-2.30926, -1.33201, 6.21601], [0.08608, -0.27066, 3.96202], [-1.74861, -2.96782, -0.28617], [-4.14907, -0.74859, 2.55810], [-4.06975, 0.91072, 3.99268], [0.08308, -3.28374, -1.45198], [-2.54336, 0.88135, 4.89381], [0.95851, 1.16097, -0.67355], [2.47064, -8.30781, -8.28338], [1.86021, 3.15417, 2.70664], [-2.47539, -3.56479, -2.93961], [2.10336, -1.31819, -7.49815], [4.14249, -3.31229, -2.10719], [4.07577, -3.40163, -6.63785], [-1.07556, -6.64567, 4.53467], [-4.88330, 4.71640, -6.14133], [2.88040, 6.63808, -3.41720], [4.55733, -0.04700, 5.06139], [1.71863, 1.17555, -2.93141], [4.94443, -7.61499, -8.27351], [-3.10629, -2.23288, 0.54286], [-5.10723, -1.08858, -6.71566], [3.32097, 0.61134, -2.51062], [1.46323, 4.82346, -1.07083], [-0.06561, -5.78923, 3.36063], [7.50280, 1.26417, 3.19082], [1.76412, -5.40343, -9.71853], [4.69725, -6.01896, -7.52782], [-4.99188, -2.03866, 11.14139], [1.19885, 2.17724, 1.38231], [2.27858, -1.72857, -2.46543], [1.75779, -2.65343, -4.80952], [5.54482, -4.32011, -2.54489], [-2.80746, -2.02438, -6.23176], [-1.73929, -2.78098, 8.83228], [1.12729, -3.61048, -2.80126], [-3.80565, 2.97594, -3.52294], [2.41203, 1.48160, 2.46873], [5.72707, -2.56830, -2.37131], [2.11864, -4.99577, 4.44155], [6.88424, -0.19562, 3.99475], [2.13746, -4.83571, 6.21347], [4.80578, 7.13854, -1.77714], [-4.11443, -0.56054, -3.88710], [-1.64767, -2.22102, 4.82059], [3.03905, -1.56089, -5.44604], [4.59481, 6.59256, -0.09794], [2.55689, 1.66747, -0.10319], [-1.18853, -1.47452, 9.88537], [-3.12672, 5.18836, -2.43874], [-1.12201, 0.41128, 2.86752], [-2.17559, 5.74065, -6.95951], [-3.95990, 3.17190, 13.77535], [-3.36507, -2.89868, -1.05777], [-5.17706, 3.99518, 10.34432], [0.63212, -7.08752, 4.35270], [-3.67958, 3.27025, 9.73558], [-1.52154, -5.50779, 6.31972], [-5.10178, 4.21952, 12.90339], [5.37311, -6.13012, -9.15480], [-0.79297, -0.15004, -5.21780], [1.43934, -2.92518, -7.55778], [-0.05649, 4.54445, -6.16479], [2.35785, 7.81662, -2.19900], [3.62123, 1.27325, 4.34373], [-4.06559, -3.54751, 11.02682], [-3.60413, 4.64064, 10.85692], [1.36547, 6.39568, -2.53776], [3.14327, -8.42372, -9.92377], [-5.89367, -1.51484, -5.16127], [-1.81547, 7.39366, -7.47416], [-2.34678, 3.62253, -4.29528], [0.84982, -0.68431, -2.45352], [-5.73150, 0.18571, -5.61165], [2.88872, 2.33447, -2.24223], [7.62275, 1.11367, 4.94554], [-3.50132, -2.22408, 12.07499], [4.59129, 3.20925, 4.44187], [3.02785, -4.19460, -3.87734], [-3.22454, 6.65781, -3.43796], [-0.84240, 6.04505, -8.08770], [-1.58499, -3.06297, 10.57891], [-4.80869, -0.75231, 9.42471], [-3.70762, 3.07622, -5.28692], [0.44638, -0.11740, 2.22462], [-0.65425, -2.16287, -6.98592], [-3.18524, 1.36623, 10.61559], [4.31280, -5.11410, -4.65901], [0.47095, 3.41722, 4.37585], [-3.18083, -2.72597, 5.53957], [1.61744, -7.56464, -9.64518], [2.63400, -4.44085, -6.27011], [0.00454, -0.58408, -7.27320], [-5.52266, 2.53032, 13.26536], [-0.02283, 5.26028, -4.53938], [0.79034, -0.68670, -4.69075], [1.43831, -3.55210, 5.22245], [-0.82305, 8.60189, -5.96018], [-4.08448, 0.44207, 5.71026], [5.11578, 5.44446, -1.33288], [-3.76282, -2.85537, -5.02456]], "forces_ev_per_angstrom": [[-0.24, 0.31, 0.30], [1.61, 0.58, 0.42], [0.06, -0.02, -0.24], [0.10, -0.30, -0.09], [0.00, 0.18, 0.33], [-0.06, -0.02, 0.10], [0.03, 0.10, -0.03], [0.74, 0.42, 0.04], [0.25, 0.26, 0.16], [0.10, -0.08, 0.17], [-0.04, -0.12, 0.02], [0.03, -0.02, 0.01], [-1.37, 0.29, -0.60], [0.16, 0.11, -0.15], [0.09, -0.03, -0.01], [0.13, 0.05, 0.01], [0.16, 0.06, 0.16], [0.07, 0.01, 0.08], [-0.02, -0.15, -0.05], [-0.03, -0.02, -0.05], [-0.13, 0.04, 0.03], [-0.28, -0.02, 0.07], [-0.05, -0.11, 0.07], [0.08, 0.05, 0.10], [0.09, -0.15, -0.04], [0.03, -0.12, -0.06], [-0.02, 0.12, -0.05], [-0.10, -0.04, 0.04], [-0.67, -0.54, 1.53], [-0.18, 0.02, 0.11], [0.07, -0.13, -0.03], [0.11, -0.06, -0.10], [0.15, -0.04, 0.03], [-0.55, 0.47, 0.18], [-0.18, 0.07, -0.04], [0.27, 0.23, 0.41], [0.33, -0.18, -0.11], [-0.10, 0.04, 0.08], [-0.06, 0.06, -0.10], [0.19, -0.03, -0.03], [-0.20, -0.10, 0.04], [0.59, 0.04, -0.91], [-0.71, -0.90, -0.82], [0.01, 0.05, -0.05], [0.18, -0.28, -0.23], [-0.10, 0.00, 0.00], [0.27, -0.05, 0.28], [-0.08, 0.13, -0.17], [0.00, 0.14, 0.05], [-0.09, 0.06, 0.09], [-0.11, 0.25, 0.09], [-0.07, 0.13, 0.00], [0.44, 0.69, -0.20], [0.25, -0.08, -0.06], [0.74, -0.52, 0.67], [-0.08, -0.11, 0.08], [-0.04, 0.11, 0.13], [0.08, 0.03, -0.09], [-0.35, 0.14, 1.06], [-0.44, 0.26, -0.10], [0.09, -0.14, -0.19], [-0.14, -0.17, -0.28], [-0.05, -0.01, 0.17], [0.23, 0.07, -0.17], [-1.10, -0.62, -0.69], [0.68, -0.49, -0.91], [0.14, 0.13, 0.02], [0.24, -0.08, 0.06], [0.03, 0.25, 0.33], [-0.43, -0.34, 0.26], [-0.17, -0.07, -0.08], [-0.07, -0.02, -0.17], [-0.03, 0.14, 0.00], [0.18, 0.06, 0.09], [-0.20, 0.02, 0.08], [-0.42, 0.30, 0.26], [-0.11, -0.04, 0.01], [0.01, -0.05, 0.02], [0.02, 0.03, 0.03], [-0.06, 0.08, -0.02], [-0.01, -0.03, -0.02], [0.06, -0.02, -0.21], [-0.10, 0.04, 0.05], [-0.03, -0.08, -0.04], [-0.13, 0.08, -0.10], [-0.34, 0.19, 0.22], [0.05, -0.05, -0.18], [-0.05, -0.04, -0.03], [0.01, 0.01, -0.04], [-0.26, 0.03, -0.59], [-0.07, -0.11, 0.03], [-0.04, -0.03, -0.09], [-0.11, -0.20, -0.13], [-0.02, 0.02, 0.02], [-0.01, -0.03, 0.01], [-0.10, 0.08, -0.07], [-0.07, -0.04, -0.01], [0.07, 0.15, -0.04], [-0.03, -0.02, -0.01], [0.17, -0.04, -0.11], [-0.06, 0.04, 0.08], [0.15, 0.25, 0.02], [-0.02, 0.04, 0.01], [-0.04, -0.05, -0.03], [0.03, -0.03, 0.01], [0.00, -0.03, -0.03], [0.04, 0.00, 0.00], [0.00, 0.03, -0.01], [0.04, 0.12, 0.13], [-0.12, 0.18, -0.05], [-0.06, 0.21, 0.01], [-0.10, 0.02, -0.04], [0.16, -0.01, 0.09], [0.09, -0.03, 0.03], [-0.14, 0.04, 0.05], [0.06, -0.07, -0.03], [0.07, 0.05, -0.15], [-0.11, -0.03, -0.20], [-0.02, -0.02, -0.03], [-0.04, -0.01, -0.01], [0.03, 0.03, -0.02], [-0.03, 0.01, -0.03], [0.40, 0.32, 0.00], [0.00, -0.07, 0.06], [-0.25, 0.01, 0.41], [0.06, 0.00, -0.01], [-0.03, -0.29, -0.03], [0.04, -0.03, 0.00], [0.00, -0.04, -0.01], [0.05, -0.06, -0.02], [-0.12, -0.05, -0.02], [-0.03, 0.01, 0.03], [0.30, -0.09, -0.07], [0.02, 0.03, -0.06], [-0.04, -0.03, -0.04], [0.01, -0.03, 0.00], [0.01, -0.03, -0.02], [0.01, 0.01, -0.03], [0.04, -0.01, 0.03], [-0.02, -0.13, 0.15], [0.04, 0.02, 0.14], [-0.03, -0.01, -0.02], [-0.04, 0.01, -0.04], [0.00, 0.04, 0.03], [-0.04, 0.00, 0.03], [0.00, 0.02, -0.06], [-0.02, 0.01, -0.03], [-0.06, -0.04, 0.00], [0.07, -0.02, -0.17], [-0.02, 0.02, 0.03], [0.02, -0.09, 0.00], [-0.10, 0.06, 0.04], [-0.01, -0.08, -0.13], [0.05, -0.14, -0.12], [0.04, -0.02, -0.01], [-0.07, 0.02, 0.03], [-0.02, -0.02, -0.02], [0.04, -0.11, -0.07], [0.00, 0.01, 0.05], [-0.05, 0.01, -0.04], [-0.04, -0.01, 0.03], [-0.01, -0.04, 0.02], [-0.02, -0.01, -0.01], [0.00, 0.01, -0.03], [0.13, -0.04, 0.24], [0.01, 0.02, 0.00], [0.23, 0.13, -0.06], [0.05, -0.05, 0.03], [0.07, -0.03, 0.04], [-0.01, 0.03, 0.00], [0.24, 0.03, -0.31], [-0.01, -0.15, 0.01], [-0.01, 0.02, 0.04], [0.02, -0.05, 0.01], [0.00, -0.15, 0.13], [0.05, 0.01, 0.00], [0.01, -0.01, -0.03], [0.08, 0.01, 0.00], [0.04, 0.02, 0.02], [0.11, 0.06, 0.02]], "e_tot_ev": -245433.140, "charge": -1, "mol_weight_da": 1428.0, "homo_energy_ha": -0.19530}